(1)
# C17H39Br12N5O10

A cluster of 11 separate species, C17H39Br12N5O10 in total at a distorted geometry (ωB97M-V/def2-TZVPD, OMol25).

HOMO level   -9.554 eV
Charge   0
SMILES   C[N+](=O)[O-].C[N+](=O)[O-].C[N+](=O)[O-].C[N+](=O)[O-].C[N+](=O)[O-].BrCCBr.BrCCBr.BrCCBr.BrCCBr.BrCCBr.BrCCBr

Last column: Mulliken charge in e.
Element x y z (Å)
H (-24.791, -15.943, -6.816)  0.418
H (-19.194, -14.063, -16.272)  0.327
O (-20.788, -21.942, -14.053)  -0.490
O (-18.210, -19.503, -6.305)  -0.543
C (-24.168, -15.755, -8.896)  -0.310
H (-22.395, -21.909, -10.902)  -0.034
H (-20.932, -19.534, -13.210)  0.086
H (-19.613, -21.494, -7.942)  0.221
H (-18.333, -15.582, -12.314)  0.341
O (-21.010, -16.380, -15.052)  -0.487
C (-23.843, -17.130, -14.445)  -0.196
H (-20.888, -20.363, -7.444)  0.206
H (-20.742, -14.683, -16.989)  0.314
C (-20.181, -19.065, -12.577)  -0.219
C (-20.152, -14.529, -16.087)  -0.909
O (-22.839, -24.953, -10.254)  -0.583
H (-21.734, -22.751, -16.698)  0.255
H (-25.061, -16.128, -9.384)  0.126
H (-15.977, -20.330, -8.020)  0.268
H (-23.699, -23.032, -11.407)  0.288
Br (-19.082, -21.203, -17.824)  -0.196
N (-19.983, -15.856, -15.442)  0.811
H (-23.140, -22.065, -16.049)  0.327
H (-25.976, -18.207, -10.126)  0.105
H (-16.007, -14.532, -12.532)  0.435
H (-26.470, -19.197, -11.475)  0.312
C (-18.091, -19.933, -16.728)  -0.240
C (-22.219, -22.561, -15.741)  -0.901
H (-14.787, -21.268, -8.898)  0.438
C (-20.467, -19.267, -11.114)  -0.288
H (-23.064, -15.899, -7.047)  0.365
C (-24.839, -18.057, -15.069)  -0.596
H (-20.654, -20.293, -10.823)  0.295
Br (-24.373, -13.801, -8.877)  -0.128
Br (-16.101, -17.941, -16.419)  -0.164
H (-24.802, -19.354, -10.769)  -0.157
N (-21.384, -21.562, -15.040)  0.895
Br (-18.380, -19.608, -13.119)  -0.116
Br (-24.889, -19.789, -14.108)  -0.169
H (-22.090, -23.185, -12.163)  0.371
C (-17.453, -16.219, -12.414)  0.034
Br (-22.217, -18.325, -10.823)  -0.002
H (-18.798, -19.171, -16.406)  0.038
O (-27.489, -20.118, -9.265)  -0.596
Br (-23.992, -18.210, -7.464)  -0.170
C (-15.431, -20.396, -8.959)  -0.564
C (-16.438, -20.447, -10.102)  -0.086
N (-18.971, -19.676, -7.228)  0.830
O (-18.959, -19.037, -8.259)  -0.443
Br (-14.718, -16.480, -13.288)  -0.172
Br (-16.903, -16.738, -10.584)  -0.085
H (-17.688, -17.085, -13.021)  -0.241
C (-23.994, -16.246, -7.489)  -0.486
H (-20.255, -18.013, -12.851)  0.245
O (-18.887, -16.354, -15.373)  -0.393
N (-26.336, -20.193, -9.612)  0.992
H (-24.509, -18.356, -16.063)  0.372
H (-19.882, -21.277, -6.194)  0.308
H (-16.654, -15.163, -14.085)  0.302
C (-19.934, -20.802, -7.164)  -0.617
O (-25.545, -21.020, -9.221)  -0.527
H (-17.432, -18.724, -18.414)  0.390
Br (-14.397, -18.730, -9.024)  -0.170
H (-23.649, -16.305, -15.131)  0.322
H (-20.824, -13.954, -15.452)  0.338
H (-19.733, -18.778, -10.479)  0.159
O (-21.330, -20.435, -15.452)  -0.371
Br (-17.355, -22.151, -9.983)  -0.169
Br (-24.529, -16.217, -12.834)  -0.141
O (-21.597, -23.504, -9.259)  -0.551
H (-22.366, -23.393, -15.070)  0.296
H (-17.746, -20.493, -15.871)  0.280
H (-15.996, -20.359, -11.087)  0.463
C (-22.630, -22.903, -11.265)  -0.530
C (-17.024, -19.259, -17.567)  -0.576
C (-25.857, -19.187, -10.580)  -0.138
H (-25.858, -17.699, -15.163)  0.458
N (-22.314, -23.860, -10.164)  1.010
H (-16.268, -19.986, -17.845)  0.405
H (-23.295, -15.982, -9.497)  0.127
H (-22.870, -17.572, -14.259)  0.007
C (-16.357, -15.407, -13.066)  -0.610
H (-17.124, -19.623, -9.928)  -0.218

(2)
# C35H37ClO4P2Tc

A structure of composition C35H37ClO4P2Tc at a distorted geometry (ωB97M-V/def2-TZVPD, OMol25).

HOMO level (spin up / spin down)   -13.161 / -13.315 eV
Spin multiplicity   4
Charge   +2
Expectation value of S²   4.220

Last column: Mulliken spin population.
Element x y z (Å)
C (-3.282, 0.852, -1.405)  0.017
H (1.753, -5.258, 0.028)  0.008
H (1.916, 3.142, -4.628)  0.000
H (3.694, 4.377, -5.862)  0.001
H (-2.880, 7.334, -3.667)  0.000
H (1.275, -7.282, 3.545)  -0.001
C (-4.765, 0.086, 0.347)  0.017
H (-0.414, -4.707, 0.031)  -0.009
H (-1.384, 5.763, -2.468)  0.003
H (-5.356, 7.010, -3.651)  0.001
C (-4.247, -0.045, -0.944)  -0.004
H (-4.591, -0.838, -1.606)  0.000
C (1.637, -4.322, 0.597)  0.026
C (-4.389, 4.330, -1.738)  0.027
H (-1.941, 2.566, -3.573)  0.004
C (-2.464, 5.599, -2.467)  0.032
H (-2.945, 2.777, 1.398)  -0.002
C (2.006, -5.412, 2.940)  -0.297
C (3.528, 4.577, -4.800)  0.000
P (1.248, 3.018, -1.694)  0.259
C (-1.205, 2.623, -2.762)  0.002
O (2.252, -3.878, 4.967)  -0.083
H (2.868, 5.303, -1.044)  0.000
H (-1.583, -4.624, 3.499)  -0.013
H (-0.787, -6.508, 1.658)  0.000
H (2.878, -5.727, 3.519)  0.021
C (-0.443, -3.700, 1.969)  -0.091
H (0.017, -3.013, 0.029)  -0.010
H (3.314, -4.035, 1.982)  -0.006
C (-0.680, -4.755, 2.901)  0.000
Tc (0.956, -3.573, 3.507)  1.738
H (-1.189, -2.898, 2.015)  -0.014
H (0.531, 1.690, -3.711)  0.007
H (-0.938, -6.815, 3.367)  0.000
H (0.405, 0.759, -0.182)  0.003
C (-2.997, 4.467, -1.823)  0.060
H (-0.844, -2.045, 4.987)  0.044
C (3.347, -0.921, -0.521)  0.024
C (2.034, -0.652, -0.120)  -0.050
C (-3.347, 1.999, 0.747)  0.030
H (-1.141, -3.773, 5.239)  0.003
Cl (1.730, -5.064, 6.030)  -0.001
H (4.013, 1.937, -2.270)  0.003
C (0.150, -3.945, 0.593)  0.037
C (3.081, 5.088, -2.092)  0.022
C (3.465, 1.207, -1.672)  0.024
C (-2.890, 1.912, -0.582)  0.028
O (2.643, -6.161, 5.885)  0.002
C (2.150, 1.471, -1.272)  0.042
C (0.116, 2.330, -2.920)  0.028
C (4.278, 5.571, -4.155)  0.010
H (5.037, 6.147, -4.702)  0.000
C (-4.305, 1.097, 1.199)  -0.003
C (-0.346, -3.029, 5.077)  0.225
H (2.198, -3.577, 0.008)  0.012
C (-3.310, 6.498, -3.120)  -0.019
C (1.096, -6.584, 2.711)  0.027
C (4.019, 5.843, -2.800)  0.001
C (-4.700, 6.326, -3.101)  0.043
C (-0.389, -6.204, 2.636)  -0.005
C (2.553, 3.850, -4.100)  0.020
O (0.384, -5.437, 5.634)  0.014
C (2.386, 4.035, -2.722)  0.037
H (3.811, -1.856, -0.223)  0.002
H (4.548, 6.657, -2.299)  0.000
C (-5.228, 5.244, -2.390)  -0.013
H (5.075, -0.217, -1.606)  0.000
C (2.272, -4.393, 1.976)  0.360
C (1.431, 0.544, -0.493)  0.024
O (1.762, -4.447, 7.323)  0.022
H (1.479, -1.360, 0.493)  0.020
P (-1.772, 3.241, -1.158)  0.295
H (-2.840, 0.728, -2.394)  0.000
H (-4.818, 3.500, -1.175)  0.003
H (1.364, -7.136, 1.799)  -0.008
H (-5.544, -0.590, 0.690)  0.001
H (0.194, -3.005, 6.033)  0.007
H (-4.693, 1.197, 2.211)  0.000
C (4.057, 0.000, -1.294)  -0.009
H (-6.306, 5.092, -2.365)  0.001

(3)
# C2H5FIN

A cluster of 2 separate species, C2H5FIN in total at a distorted geometry (ωB97M-V/def2-TZVPD, OMol25).

HOMO level (spin up / spin down)   -6.426 / -10.114 eV
Spin multiplicity   3
Charge   0
Expectation value of S²   2.006

Last column: Mulliken spin population.
Element x y z (Å)
I (3.304, 0.626, 0.004)  0.005
H (-1.717, -0.710, -0.774)  0.003
F (-0.416, -2.626, 0.065)  0.127
N (-0.093, -1.312, 0.477)  0.833
H (-0.852, 1.062, 1.250)  0.085
H (2.050, 0.038, -0.748)  0.006
H (0.424, 1.211, 0.106)  0.040
H (-1.289, 1.341, -0.493)  0.005
C (-0.831, -0.533, -0.120)  0.918
C (-0.581, 0.904, 0.233)  -0.022

(4)
# C23H25N3O3S

An isolated molecule of C23H25N3O3S at a distorted geometry (ωB97M-V/def2-TZVPD, OMol25).

HOMO level   -8.147 eV
Charge   0
SMILES   CCCCn1ccnc1C(=O)c1cccc(S(=O)(=O)N2c3ccccc3C[C@@H]2C)c1

Last column: Mulliken charge in e.
Element x y z (Å)
H (-1.689, 3.711, 1.093)  0.248
C (-2.189, -5.573, -1.787)  -0.642
H (1.467, 0.453, 0.413)  0.649
H (-0.449, 5.512, 3.257)  0.404
C (-1.848, 3.476, 2.142)  -1.154
H (-2.056, -4.968, 1.131)  0.308
H (4.680, 2.632, 1.271)  0.461
H (-0.595, 0.116, -4.061)  0.415
H (0.103, 2.620, 2.450)  0.065
N (0.101, -3.267, -0.280)  0.188
C (-0.050, 1.430, -2.463)  -0.476
O (2.458, -2.926, -1.073)  -0.743
C (0.545, 1.551, -1.208)  0.456
N (1.847, 4.191, 1.169)  0.285
C (-1.557, -5.920, -2.975)  -0.538
H (3.441, 4.800, 2.438)  0.446
H (0.169, -5.677, -4.209)  0.410
C (-0.318, -5.388, -3.290)  -0.762
H (-0.442, -3.358, 1.723)  0.304
H (-2.991, -3.694, 0.344)  0.360
C (-1.568, -4.684, -0.939)  0.533
C (-2.006, -4.161, 0.398)  -0.850
C (0.585, 2.892, -0.569)  0.955
C (0.830, 5.122, 1.586)  -0.889
H (1.295, -4.096, -2.673)  0.595
C (-0.147, 0.197, -3.082)  -1.169
H (0.249, -1.910, -2.901)  0.457
H (1.286, 6.113, 1.672)  0.330
H (-2.486, 4.242, 2.576)  0.364
H (-2.371, 2.524, 2.196)  0.320
C (1.729, 3.146, 0.291)  -0.175
H (-3.149, -5.996, -1.530)  0.441
H (-0.677, -1.016, 1.105)  0.390
C (-0.917, -3.129, 0.764)  0.125
H (-0.731, 3.083, 3.929)  0.384
C (0.318, -4.489, -2.444)  -0.682
C (1.014, 0.410, -0.564)  -0.141
O (1.712, -1.926, 1.057)  -0.690
C (0.886, -0.815, -1.184)  -0.363
H (0.059, 5.154, 0.816)  0.371
H (-2.263, -1.649, 1.554)  0.492
C (3.692, 3.016, 1.118)  -0.863
H (-0.428, 2.321, -2.943)  0.489
S (1.439, -2.282, -0.303)  1.320
H (-2.032, -6.615, -3.651)  0.385
H (-1.858, -1.411, -0.155)  0.365
H (1.035, 4.649, 3.673)  0.318
N (2.848, 2.437, 0.254)  -0.551
C (0.229, 4.719, 2.938)  -0.637
C (-1.464, -1.706, 0.817)  -1.568
C (0.324, -0.938, -2.440)  -0.142
C (3.085, 4.103, 1.706)  -0.138
C (-0.326, -4.136, -1.272)  0.321
C (-0.528, 3.390, 2.900)  -0.066
O (-0.291, 3.717, -0.783)  -0.710

(5)
# C4H8

An isolated molecule of C4H8 at a distorted geometry (ωB97M-V/def2-TZVPD, OMol25).

HOMO level   -8.788 eV
Charge   0
SMILES   C/C=C/C

Last column: Mulliken charge in e.
Element x y z (Å)
H (-2.489, -0.422, 0.423)  0.220
C (-1.688, -0.788, -0.370)  -1.055
C (-0.630, 0.259, -0.248)  0.001
H (-0.695, 1.263, -0.667)  0.356
C (1.756, 0.701, 0.318)  -1.001
H (2.054, 1.187, -0.711)  0.249
H (-2.326, -0.805, -1.293)  0.297
H (2.604, 0.036, 0.645)  0.303
H (-1.526, -1.787, -0.027)  0.319
C (0.511, -0.101, 0.379)  -0.160
H (1.606, 1.576, 0.954)  0.266
H (0.823, -1.118, 0.597)  0.204

(6)
# C6H12N2O5

An isolated molecule of C6H12N2O5 at a distorted geometry (ωB97M-V/def2-TZVPD, OMol25).

HOMO level   -9.896 eV
Charge   0
SMILES   N[C@@H](CO)C(=O)N[C@@H](CO)C(=O)O

Last column: Mulliken charge in e.
Element x y z (Å)
C (1.196, -2.079, -0.709)  0.408
C (-0.097, 1.107, 0.398)  0.255
H (-1.774, 1.936, 0.999)  0.298
H (0.332, 0.707, -0.496)  0.426
H (3.039, -1.786, -0.321)  0.358
C (-0.029, -0.034, 1.432)  0.135
H (0.327, 2.644, 1.758)  0.379
H (-0.404, -1.859, 1.863)  0.276
H (-2.097, 0.006, -0.610)  0.511
H (1.407, 2.774, -0.788)  0.312
H (-1.375, 2.463, -0.491)  0.236
O (0.306, 0.253, 2.574)  -0.659
O (-2.356, -0.890, -1.027)  -0.612
O (1.416, -2.550, -1.767)  -0.528
C (0.817, 2.178, 0.951)  -0.825
H (-0.543, -0.480, -1.925)  0.294
O (2.190, -1.610, 0.119)  -0.443
C (-1.098, -1.305, -1.481)  -0.789
N (-1.471, 1.656, 0.092)  -0.602
C (-0.248, -1.896, -0.228)  0.096
N (-0.339, -1.298, 1.040)  -0.075
H (-1.237, -2.047, -2.317)  0.380
O (0.906, 3.188, -0.096)  -0.544
H (-0.709, -2.898, -0.145)  0.389
H (1.840, 1.820, 1.177)  0.326

Per-record relative energy (zero: lowest compared OMol25 entry of this formula, charge and spin), kJ/mol: 0.0 68.3 332.0 143.7 102.1 70.5